(1)
C26H67N5O8 | ωB97M-V/def2-TZVPD

Geometry as XYZ:
```
106
Properties=species:S:1:pos:R:3:lowdin_charge:R:1
C 16.555 -11.093 -13.996 -0.102
O 15.479 -10.237 -14.320 -0.188
C 14.237 -10.884 -14.499 -0.232
C 13.267 -9.945 -15.151 -0.436
C 11.879 -10.525 -15.291 -0.064
N 13.797 -9.667 -16.510 0.034
H 16.989 -10.793 -13.041 0.085
H 17.323 -11.043 -14.773 0.087
H 16.249 -12.141 -13.936 0.082
H 14.394 -11.836 -15.019 0.130
H 13.837 -11.179 -13.512 0.113
H 13.309 -9.004 -14.589 0.142
H 11.441 -10.845 -14.344 0.064
H 11.822 -11.328 -16.024 0.082
H 11.214 -9.736 -15.659 0.079
H 14.772 -9.407 -16.432 0.062
H 13.326 -8.908 -16.985 0.067
C 5.877 -10.301 -9.748 -0.110
O 5.022 -11.120 -10.518 -0.203
C 4.960 -10.707 -11.877 -0.223
C 3.740 -11.348 -12.501 -0.440
C 3.873 -12.885 -12.471 -0.055
N 3.579 -10.839 -13.858 0.033
H 5.606 -9.246 -9.832 0.086
H 6.924 -10.496 -10.012 0.083
H 5.758 -10.593 -8.703 0.088
H 4.946 -9.618 -11.987 0.124
H 5.895 -11.088 -12.328 0.126
H 2.901 -11.021 -11.881 0.141
H 4.742 -13.081 -13.102 0.063
H 2.960 -13.305 -12.901 0.073
H 3.971 -13.324 -11.481 0.078
H 4.435 -10.962 -14.385 0.070
H 2.835 -11.321 -14.345 0.068
C 12.714 -15.347 -11.857 -0.114
O 12.106 -15.841 -10.698 -0.217
C 11.808 -17.218 -10.776 -0.221
C 11.192 -17.667 -9.467 -0.197
N 9.812 -17.254 -9.222 -0.037
C 8.820 -17.846 -10.121 -0.225
C 8.810 -19.341 -10.082 -0.197
O 9.828 -19.936 -10.895 -0.194
C 9.524 -19.950 -12.251 -0.143
H 13.714 -15.777 -12.005 0.092
H 12.802 -14.263 -11.780 0.078
H 12.138 -15.569 -12.767 0.094
H 12.730 -17.806 -10.924 0.130
H 11.177 -17.448 -11.646 0.117
H 11.815 -17.210 -8.687 0.122
H 11.347 -18.735 -9.336 0.110
H 9.774 -16.247 -9.345 0.071
H 8.920 -17.486 -11.156 0.089
H 7.866 -17.424 -9.791 0.122
H 7.844 -19.731 -10.420 0.122
H 8.980 -19.658 -9.053 0.129
H 8.888 -20.799 -12.552 0.089
H 10.443 -20.055 -12.835 0.089
H 9.013 -19.061 -12.639 0.076
C 12.034 -10.961 -11.053 -0.109
O 10.871 -11.704 -10.802 -0.180
C 10.946 -12.405 -9.590 -0.247
C 9.757 -13.292 -9.410 -0.191
N 9.587 -14.299 -10.440 -0.038
C 8.831 -13.876 -11.606 -0.197
C 7.324 -14.048 -11.475 -0.232
O 6.918 -15.372 -11.248 -0.182
C 6.794 -16.138 -12.422 -0.121
H 12.908 -11.625 -11.134 0.083
H 12.232 -10.210 -10.281 0.076
H 11.949 -10.454 -12.012 0.077
H 10.983 -11.696 -8.740 0.123
H 11.863 -13.008 -9.482 0.126
H 8.846 -12.693 -9.321 0.119
H 9.867 -13.787 -8.438 0.122
H 10.485 -14.661 -10.743 0.073
H 9.090 -14.592 -12.407 0.115
H 9.116 -12.919 -12.057 0.113
H 6.901 -13.595 -12.386 0.105
H 6.907 -13.475 -10.640 0.120
H 7.758 -16.307 -12.922 0.077
H 6.088 -15.667 -13.116 0.086
H 6.417 -17.128 -12.161 0.088
C 11.087 -4.588 -4.579 -0.120
O 11.912 -5.457 -5.316 -0.202
C 11.821 -6.797 -4.870 -0.236
C 12.492 -7.716 -5.863 -0.216
N 11.635 -8.071 -6.989 -0.060
C 11.725 -7.133 -8.098 -0.212
C 10.806 -7.562 -9.234 -0.243
O 11.054 -6.856 -10.419 -0.175
C 10.358 -5.636 -10.484 -0.114
H 10.024 -4.786 -4.770 0.088
H 11.314 -3.578 -4.914 0.086
H 11.271 -4.687 -3.503 0.087
H 10.767 -7.091 -4.802 0.125
H 12.316 -6.886 -3.893 0.123
H 12.691 -8.652 -5.329 0.119
H 13.477 -7.325 -6.153 0.124
H 11.879 -9.002 -7.303 0.098
H 12.747 -7.039 -8.495 0.128
H 11.408 -6.145 -7.765 0.110
H 9.769 -7.525 -8.870 0.128
H 10.961 -8.631 -9.426 0.099
H 10.567 -4.980 -9.629 0.085
H 9.278 -5.812 -10.536 0.089
H 10.676 -5.081 -11.365 0.087
```

The value obtained for the gap between HOMO and LUMO is 0.3263 Eh. The molecular weight is 577.8 g/mol. For the highest occupied orbital energy, the calculation gives -0.3057 Ha. The calculation puts the total energy at -51873.741 eV. Its SMILES is COC[C@H](C)N.COC[C@H](C)N.COCCNCCOC.COCCNCCOC.COCCNCCOC.

=====

(2)
C26H69AsF6FeN6O8 | ωB97M-V/def2-TZVPD

Geometry as XYZ:
```
117
Properties=species:S:1:pos:R:3:lowdin_charge:R:1
Fe 2.616 -1.368 -0.268 1.039
C -0.444 1.207 0.599 0.032
C 0.676 0.253 0.263 -0.652
O 1.292 0.327 -0.835 -0.099
O 1.043 -0.651 1.065 -0.070
H -0.592 1.884 -0.242 0.081
H -0.147 1.893 1.394 0.071
H -1.324 0.646 0.902 0.084
As 2.895 -3.571 2.938 0.781
F 4.390 -2.806 3.377 -0.235
F 3.812 -4.802 2.087 -0.256
F 1.388 -4.246 2.357 -0.261
F 1.957 -2.301 3.673 -0.237
F 2.842 -2.702 1.380 -0.313
F 2.877 -4.538 4.366 -0.227
C -0.614 -0.111 -2.654 -0.115
C -1.527 -0.876 -1.722 -0.308
C -2.908 -1.065 -2.354 -0.179
O -3.604 -2.070 -1.622 -0.200
C -4.947 -2.193 -2.009 -0.112
N -0.901 -2.186 -1.407 0.066
H -0.394 -0.642 -3.579 0.086
H 0.315 0.129 -2.124 0.060
H -0.964 0.909 -2.859 0.113
H -1.710 -0.361 -0.776 0.116
H -2.861 -1.324 -3.418 0.127
H -3.485 -0.141 -2.237 0.132
H -5.470 -1.231 -2.014 0.091
H -5.429 -2.786 -1.225 0.083
H -5.128 -2.747 -2.936 0.091
H -1.333 -2.841 -2.061 0.097
H -1.299 -2.525 -0.508 0.076
C 3.773 3.140 2.385 -0.060
C 2.801 3.157 1.214 -0.422
C 2.357 4.592 0.955 -0.200
O 1.449 4.587 -0.139 -0.212
C 0.650 5.739 -0.206 -0.118
N 3.504 2.548 0.066 0.053
H 4.047 2.110 2.623 0.081
H 3.350 3.523 3.314 0.077
H 4.718 3.653 2.193 0.080
H 1.882 2.602 1.390 0.114
H 3.176 5.286 0.731 0.135
H 1.811 4.918 1.852 0.127
H 0.032 5.656 -1.102 0.084
H 1.159 6.705 -0.203 0.091
H -0.089 5.730 0.607 0.088
H 4.277 3.170 -0.171 0.077
H 2.836 2.676 -0.699 0.051
C -1.710 -2.050 3.680 -0.050
C -1.976 -3.029 2.548 -0.382
C -3.336 -2.793 1.901 -0.229
O -4.363 -2.769 2.869 -0.169
C -5.618 -2.812 2.236 -0.122
N -0.971 -2.858 1.485 0.055
H -0.750 -2.214 4.171 0.072
H -2.503 -1.934 4.423 0.085
H -1.638 -1.023 3.291 0.062
H -1.926 -4.052 2.922 0.147
H -3.470 -3.546 1.117 0.121
H -3.292 -1.853 1.337 0.118
H -6.398 -2.765 3.000 0.086
H -5.784 -3.756 1.707 0.088
H -5.763 -1.938 1.593 0.086
H -0.610 -1.907 1.447 0.046
H -0.156 -3.402 1.744 0.041
C 0.915 -4.219 -3.148 -0.035
C 1.868 -3.302 -2.385 -0.375
C 2.129 -2.003 -3.127 -0.144
O 3.022 -1.197 -2.332 -0.280
C 3.644 -0.128 -3.051 -0.035
N 1.407 -2.984 -1.015 0.011
H -0.003 -3.645 -3.301 0.064
H 0.667 -5.129 -2.605 0.090
H 1.304 -4.529 -4.118 0.085
H 2.836 -3.804 -2.293 0.146
H 1.236 -1.413 -3.363 0.106
H 2.577 -2.206 -4.103 0.139
H 4.445 0.330 -2.482 0.101
H 2.846 0.594 -3.249 0.061
H 4.006 -0.479 -4.019 0.101
H 0.416 -2.697 -1.129 -0.027
H 1.268 -3.870 -0.526 0.110
C -0.203 0.322 6.449 -0.052
C -0.312 0.796 5.026 -0.447
C -0.210 2.310 4.896 -0.224
O -1.343 2.919 5.485 -0.189
C -1.334 4.328 5.358 -0.113
N 0.806 0.243 4.253 0.060
H 0.784 0.526 6.872 0.086
H -0.357 -0.756 6.513 0.077
H -0.900 0.838 7.112 0.079
H -1.277 0.542 4.567 0.117
H -0.123 2.651 3.853 0.107
H 0.728 2.659 5.350 0.126
H -2.123 4.653 6.037 0.088
H -1.565 4.581 4.314 0.083
H -0.391 4.800 5.653 0.086
H 0.630 0.231 3.249 0.039
H 0.920 -0.755 4.396 0.030
C 0.076 1.692 -7.144 -0.055
C -0.464 0.876 -5.983 -0.406
C 0.247 1.076 -4.639 -0.273
O 0.200 2.425 -4.277 -0.161
C 0.817 2.790 -3.069 -0.089
N -1.935 1.006 -5.888 0.043
H 0.973 1.277 -7.602 0.074
H 0.352 2.683 -6.771 0.075
H -0.689 1.849 -7.899 0.074
H -0.314 -0.198 -6.151 0.134
H 1.310 0.845 -4.861 0.129
H -0.035 0.339 -3.878 -0.043
H 1.704 2.160 -2.915 0.068
H 0.141 2.716 -2.217 0.075
H 1.220 3.801 -3.128 0.094
H -2.130 1.860 -5.355 0.077
H -2.275 0.336 -5.195 0.049
```

Its spin multiplicity is 5. The value obtained for the gap between HOMO and LUMO (spin up / spin down) is 0.3178 / 0.3103 Eh. The expectation value of S² is 6.01. The molecular weight is 838.6 g/mol. For the highest occupied orbital energy (spin up / spin down), the calculation gives -0.3214 / -0.3215 Ha. The calculation puts the total energy at -164931.323 eV.

=====

(3)
C26H69FIN3O13S | ωB97M-V/def2-TZVPD

Geometry as XYZ:
```
114
Properties=species:S:1:pos:R:3:lowdin_charge:R:1
C 2.576 -1.280 1.229 -0.081
C 2.190 0.179 1.463 -0.184
C 0.719 0.407 1.847 -0.239
C 0.563 1.648 2.776 -0.028
N -0.215 0.424 0.677 0.151
C -0.096 1.281 -0.272 -0.145
C 0.886 2.397 -0.378 -0.090
C 0.325 3.676 -1.003 -0.243
N 1.027 4.859 -0.471 0.017
C -1.061 1.120 -1.462 -0.292
C -0.232 0.370 -2.526 -0.117
C 0.266 1.224 -3.672 -0.183
F 1.503 1.803 -3.407 -0.065
C -2.161 0.266 -0.698 -0.914
S -3.282 -0.714 -1.734 0.774
I -3.473 1.906 0.032 1.003
C -1.357 -0.476 0.358 -0.319
C -2.346 -0.912 1.493 -0.106
C -2.352 -0.074 2.775 -0.264
N -3.369 0.529 3.212 0.104
C -0.745 -1.846 -0.108 -0.634
O -0.168 -2.569 0.743 -0.025
O -0.873 -2.139 -1.308 -0.038
H 3.648 -1.344 1.036 0.077
H 2.265 -1.946 2.028 0.068
H 2.109 -1.602 0.295 0.066
H 2.779 0.528 2.312 0.117
H 2.531 0.763 0.608 0.100
H 0.422 -0.442 2.459 0.118
H 0.117 1.369 3.724 0.075
H 1.485 2.203 2.881 0.074
H -0.166 2.300 2.287 0.072
H 1.303 2.687 0.584 0.108
H 1.734 2.021 -0.958 0.131
H 0.404 3.671 -2.091 0.107
H -0.741 3.787 -0.802 0.098
H 1.600 5.258 -1.205 0.067
H 0.334 5.571 -0.273 0.070
H -1.612 2.000 -1.761 0.058
H 0.587 -0.167 -2.051 0.132
H -0.863 -0.415 -2.947 0.097
H 0.415 0.558 -4.525 0.120
H -0.452 1.977 -4.000 0.128
H -3.947 0.288 -2.341 -0.139
H -3.366 -0.890 1.113 0.076
H -2.178 -1.941 1.803 0.101
H -1.436 -0.041 3.362 0.080
H -4.149 0.366 2.562 -0.030
C 3.746 -4.990 2.849 -0.159
O 2.700 -4.367 3.586 -0.131
H 4.653 -4.982 3.449 0.076
H 3.484 -6.024 2.612 0.075
H 3.924 -4.438 1.921 0.070
H 1.913 -4.383 3.032 0.063
C 2.351 3.114 -6.274 -0.151
O 1.396 3.472 -7.275 -0.127
H 1.977 2.253 -5.733 0.046
H 3.304 2.857 -6.741 0.071
H 2.493 3.944 -5.576 0.080
H 1.742 4.235 -7.745 0.069
C -1.569 -3.164 4.344 -0.142
O -0.474 -2.395 3.863 -0.142
H -1.625 -3.036 5.423 0.081
H -2.507 -2.823 3.896 0.069
H -1.422 -4.223 4.117 0.079
H -0.423 -2.518 2.906 0.022
C 3.479 -0.202 -6.907 -0.157
O 4.585 0.588 -7.353 -0.132
H 3.382 -0.083 -5.830 0.079
H 2.559 0.138 -7.392 0.079
H 3.654 -1.250 -7.136 0.049
H 4.656 0.472 -8.303 0.073
C 4.851 -4.284 -7.022 -0.131
O 4.526 -3.122 -6.257 -0.141
H 3.974 -4.571 -7.597 0.088
H 5.676 -4.073 -7.706 0.082
H 5.129 -5.107 -6.360 0.071
H 5.311 -2.880 -5.755 0.091
C -7.023 -1.008 2.689 -0.128
O -5.964 -0.161 2.243 -0.171
H -7.077 -0.936 3.771 0.082
H -7.973 -0.687 2.258 0.078
H -6.826 -2.045 2.407 0.081
H -5.921 -0.231 1.283 0.062
C -1.613 -5.799 0.258 -0.161
O -2.557 -5.428 -0.740 -0.130
H -1.992 -6.671 0.789 0.074
H -0.655 -6.049 -0.204 0.077
H -1.478 -4.974 0.962 0.057
H -2.196 -4.656 -1.192 0.060
C 0.750 3.155 6.172 -0.136
O 1.375 3.501 4.934 -0.142
H -0.113 2.533 5.952 0.073
H 1.443 2.597 6.805 0.081
H 0.418 4.054 6.696 0.080
H 2.136 4.051 5.139 0.088
C -1.732 4.519 3.941 -0.144
O -0.858 4.558 2.814 -0.151
H -2.694 4.927 3.647 0.057
H -1.865 3.482 4.271 0.073
H -1.321 5.118 4.759 0.079
H -0.014 4.193 3.099 0.029
C 3.233 -4.599 -3.074 -0.148
O 4.242 -5.274 -3.822 -0.133
H 3.029 -5.181 -2.179 0.076
H 3.575 -3.602 -2.780 0.074
H 2.315 -4.511 -3.659 0.080
H 4.413 -4.750 -4.609 0.012
C -6.195 5.728 3.950 -0.152
O -4.907 5.371 4.442 -0.135
H -6.128 6.726 3.524 0.077
H -6.516 5.028 3.174 0.075
H -6.928 5.734 4.761 0.075
H -4.977 4.487 4.815 0.078
```

The value obtained for the gap between HOMO and LUMO is 0.3099 Eh. The molecular weight is 809.8 g/mol. For the highest occupied orbital energy, the calculation gives -0.3186 Ha. The calculation puts the total energy at -80815.711 eV.

=====

(4)
C26H69N9O9 | ωB97M-V/def2-TZVPD

Geometry as XYZ:
```
113
Properties=species:S:1:pos:R:3:lowdin_charge:R:1
C -0.295 -1.004 3.746 -0.084
O -0.456 0.235 4.531 -0.186
C -1.842 0.389 4.648 -0.268
C -2.202 1.735 5.245 -0.420
C -2.281 1.753 6.802 -0.064
N -3.466 2.185 4.597 0.023
H -0.658 -1.833 4.403 0.096
H 0.789 -1.171 3.550 0.080
H -0.859 -1.097 2.807 0.080
H -2.303 0.261 3.642 0.092
H -2.188 -0.410 5.339 0.134
H -1.396 2.514 4.961 0.143
H -3.065 0.957 7.056 0.101
H -2.621 2.666 7.239 0.054
H -1.376 1.408 7.284 0.070
H -4.096 1.371 4.359 0.084
H -3.950 2.610 5.406 0.069
C 0.322 4.607 -0.814 -0.106
O 0.480 3.239 -1.148 -0.238
C -0.385 2.863 -2.283 -0.130
C -0.172 1.388 -2.755 -0.383
C 1.285 1.051 -3.070 -0.052
N -1.035 1.153 -3.937 0.018
H -0.619 4.758 -0.347 0.064
H 0.388 5.212 -1.694 0.081
H 1.119 4.925 -0.138 0.073
H -1.474 3.045 -2.012 0.133
H -0.127 3.539 -3.101 0.112
H -0.498 0.657 -1.930 0.114
H 1.992 1.467 -2.373 0.062
H 1.555 1.416 -4.062 0.075
H 1.472 -0.015 -3.128 0.053
H -0.946 0.175 -4.177 0.035
H -0.797 1.725 -4.759 0.097
C 2.053 -4.603 -2.590 -0.148
O 1.352 -4.226 -3.693 -0.164
C 1.349 -2.880 -4.008 -0.222
C 0.612 -2.675 -5.328 -0.444
C 1.457 -3.034 -6.467 -0.073
N 0.058 -1.351 -5.383 0.053
H 3.158 -4.533 -2.706 0.076
H 1.884 -5.673 -2.423 0.099
H 1.889 -3.985 -1.672 0.081
H 0.910 -2.247 -3.247 0.106
H 2.409 -2.535 -4.079 0.140
H -0.203 -3.431 -5.276 0.159
H 1.993 -3.906 -6.252 0.060
H 2.190 -2.225 -6.693 0.103
H 0.926 -3.313 -7.352 0.073
H 0.700 -0.641 -5.456 0.036
H -0.769 -1.287 -5.979 0.102
C 4.249 -0.481 2.684 -0.087
O 3.612 -1.629 2.145 -0.199
C 4.417 -2.343 1.246 -0.229
C 3.832 -3.728 0.983 -0.418
C 3.856 -4.646 2.250 -0.051
N 4.437 -4.362 -0.202 0.037
H 3.864 -0.161 3.637 0.082
H 4.061 0.393 2.092 0.044
H 5.364 -0.576 2.773 0.108
H 4.407 -1.798 0.300 0.123
H 5.479 -2.412 1.543 0.130
H 2.727 -3.595 0.807 0.113
H 4.871 -4.711 2.645 0.069
H 3.579 -5.694 1.975 0.086
H 3.242 -4.281 3.057 0.064
H 5.400 -4.689 -0.071 0.081
H 4.387 -3.829 -1.073 0.058
C -5.492 -1.447 0.799 -0.004
C -4.945 -0.168 1.437 -0.556
N -5.396 0.957 0.785 0.180
O -4.179 -0.160 2.383 0.007
H -6.291 -1.865 1.433 0.090
H -4.705 -2.178 0.756 0.071
H -5.797 -1.306 -0.231 0.048
H -4.888 1.826 0.933 0.093
H -5.884 0.735 -0.068 0.071
C 2.955 2.951 1.640 -0.002
C 3.886 2.924 0.437 -0.574
N 4.083 4.139 -0.181 0.138
O 4.230 1.905 -0.128 0.024
H 2.509 2.016 1.974 0.052
H 2.168 3.666 1.413 0.060
H 3.496 3.427 2.471 0.091
H 4.678 4.121 -1.037 0.130
H 3.793 5.029 0.189 0.092
C -3.678 -1.396 -2.665 0.000
C -4.504 -0.180 -2.733 -0.589
N -3.838 0.840 -3.297 0.165
O -5.659 -0.094 -2.298 -0.015
H -4.254 -2.282 -2.703 0.079
H -3.213 -1.481 -1.715 0.070
H -2.980 -1.418 -3.434 0.053
H -4.308 1.753 -3.295 0.122
H -2.829 0.844 -3.472 0.039
C -1.392 2.614 1.539 0.010
C -2.531 3.546 1.298 -0.624
N -2.980 4.323 2.290 0.182
O -2.994 3.489 0.164 0.007
H -0.874 2.718 2.462 0.066
H -0.736 2.957 0.754 0.051
H -1.892 1.644 1.491 0.102
H -3.890 4.675 2.158 0.094
H -2.723 4.033 3.233 0.081
C 1.003 0.414 0.460 0.003
C 0.288 -0.811 -0.076 -0.552
N 0.804 -1.936 0.505 0.149
O -0.605 -0.884 -0.912 0.011
H 1.088 0.483 1.577 0.091
H 0.623 1.273 0.010 0.026
H 2.052 0.289 0.099 0.100
H 0.202 -2.788 0.304 0.150
H 1.553 -1.886 1.176 0.056
```

The value obtained for the gap between HOMO and LUMO is 0.3509 Eh. The molecular weight is 651.9 g/mol. For the highest occupied orbital energy, the calculation gives -0.3299 Ha. The calculation puts the total energy at -59919.281 eV. Its SMILES is COC[C@H](C)N.COC[C@H](C)N.COC[C@H](C)N.COC[C@H](C)N.CC(N)=O.CC(N)=O.CC(N)=O.CC(N)=O.CC(N)=O.